No. 1
Density functional theory data (ωB97M-V/def2-TZVPD) for a molecular structure, C38H32F6N5OP2SScSe.

Properties
- gap between HOMO and LUMO (spin up / spin down) (eV) = 5.798 / 7.638
- ⟨S²⟩ = 0.762
- HOMO energy (spin up / spin down) (Ha) = -0.315 / -0.394
- relative energy (zero: lowest compared OMol25 entry of this formula, charge and spin) (kJ/mol) = 139.3
- E_LUMO (spin up / spin down) (eV) = -2.77 / -3.08
- 2S+1 = 2
- net charge = +1
- DFT total energy (hartree) = -6658.6048

Atoms and positions in Å:
Sc (0.73, -0.35, 0.48)
N (0.80, -0.17, -4.47)
C (0.79, -0.42, -3.13)
S (1.83, 0.61, -2.11)
N (-0.01, -1.27, -2.62)
N (0.00, -1.47, -1.24)
C (-0.38, -2.74, -0.98)
C (-0.73, -3.72, -2.02)
C (0.10, -4.82, -2.22)
C (-0.22, -5.78, -3.17)
C (-1.38, -5.65, -3.92)
C (-2.22, -4.56, -3.72)
C (-1.89, -3.60, -2.79)
C (-0.19, -3.21, 0.35)
C (-0.76, -4.41, 0.81)
C (-0.52, -4.83, 2.09)
C (0.29, -4.03, 2.92)
C (0.76, -2.83, 2.43)
N (0.51, -2.39, 1.17)
H (1.61, 0.27, -4.86)
H (0.33, -0.86, -5.04)
H (1.00, -4.93, -1.63)
H (0.43, -6.63, -3.32)
H (-1.64, -6.40, -4.65)
H (-3.13, -4.46, -4.30)
H (-2.54, -2.74, -2.64)
H (-1.37, -4.99, 0.13)
H (-0.94, -5.75, 2.47)
H (0.54, -4.34, 3.92)
H (1.36, -2.18, 3.04)
O (-1.79, -0.05, 1.18)
N (-1.60, -0.93, 2.28)
C (-1.36, -0.36, 3.39)
C (-1.43, 1.03, 3.88)
C (-2.04, 1.10, 5.14)
C (-2.24, 2.31, 5.78)
C (-1.79, 3.48, 5.17)
C (-1.15, 3.41, 3.95)
C (-0.95, 2.20, 3.29)
P (-0.11, 2.27, 1.66)
C (-1.23, 3.43, 0.79)
C (-1.05, 4.81, 0.88)
C (-1.96, 5.68, 0.30)
C (-3.07, 5.18, -0.38)
C (-3.24, 3.81, -0.48)
C (-2.33, 2.94, 0.10)
C (1.39, 3.24, 2.00)
C (1.94, 4.05, 1.01)
C (3.17, 4.66, 1.21)
C (3.87, 4.44, 2.39)
C (3.34, 3.61, 3.37)
C (2.10, 3.01, 3.17)
H (-2.29, -0.60, 0.55)
H (-1.19, -1.11, 4.16)
H (-2.38, 0.19, 5.62)
H (-2.73, 2.35, 6.74)
H (-1.92, 4.43, 5.66)
H (-0.78, 4.33, 3.51)
H (-0.19, 5.22, 1.40)
H (-1.81, 6.74, 0.38)
H (-3.78, 5.85, -0.83)
H (-4.10, 3.41, -1.01)
H (-2.50, 1.87, 0.01)
H (1.41, 4.23, 0.08)
H (3.58, 5.29, 0.44)
H (4.83, 4.91, 2.54)
H (3.88, 3.43, 4.28)
H (1.71, 2.36, 3.94)
Se (0.20, 2.09, -1.82)
C (1.01, 3.76, -2.35)
C (0.13, 4.83, -2.47)
C (0.62, 6.08, -2.78)
C (1.98, 6.27, -2.97)
C (2.85, 5.19, -2.85)
C (2.37, 3.93, -2.53)
H (-0.94, 4.68, -2.33)
H (-0.06, 6.91, -2.87)
H (2.37, 7.25, -3.22)
H (3.91, 5.34, -3.00)
H (3.06, 3.10, -2.42)
F (2.79, 1.01, 0.58)
P (3.59, -0.25, 1.31)
F (2.76, -1.19, 0.19)
F (4.07, -1.55, 2.04)
F (4.13, 0.71, 2.43)
F (4.82, -0.12, 0.37)
F (2.07, -0.36, 2.19)

---

No. 2
Density functional theory data (ωB97M-V/def2-TZVPD) for C18H18ClFN2O3S in the gas phase.

Properties
- gap between HOMO and LUMO (eV) = 9.701
- HOMO energy (Ha) = -0.337
- SMILES string = O=C(NCc1ccccc1Cl)[C@@H]1CCCN1S(=O)(=O)c1ccccc1F
- relative energy (zero: lowest compared OMol25 entry of this formula, charge and spin) (kJ/mol) = 16.5
- E_LUMO (eV) = 0.52
- DFT total energy (hartree) = -1990.2112

Atoms and positions in Å:
O (-2.41, 0.26, 2.27)
C (-1.92, 0.23, 1.16)
N (-0.74, 0.78, 0.83)
H (-0.47, 0.78, -0.14)
C (0.08, 1.53, 1.77)
C (0.82, 2.62, 1.05)
C (0.13, 3.65, 0.41)
C (0.81, 4.63, -0.29)
C (2.20, 4.60, -0.35)
C (2.89, 3.58, 0.28)
C (2.20, 2.60, 0.97)
H (2.75, 1.81, 1.46)
H (3.97, 3.55, 0.23)
H (2.73, 5.36, -0.90)
H (0.26, 5.42, -0.77)
Cl (-1.59, 3.71, 0.49)
H (-0.59, 1.93, 2.54)
H (0.79, 0.85, 2.26)
C (-2.56, -0.47, -0.05)
N (-1.63, -1.51, -0.50)
S (-0.65, -1.20, -1.79)
O (-0.95, -2.03, -2.91)
O (-0.63, 0.23, -1.99)
C (0.99, -1.62, -1.16)
C (1.37, -2.94, -0.96)
C (2.64, -3.25, -0.48)
C (3.53, -2.23, -0.21)
C (3.16, -0.91, -0.42)
C (1.89, -0.61, -0.90)
H (1.59, 0.41, -1.09)
H (3.85, -0.11, -0.22)
H (4.51, -2.46, 0.16)
H (2.90, -4.29, -0.34)
F (0.52, -3.94, -1.22)
C (-2.26, -2.82, -0.41)
C (-3.40, -2.62, 0.58)
H (-4.19, -3.35, 0.45)
C (-3.86, -1.19, 0.29)
H (-4.32, -0.73, 1.16)
H (-4.55, -1.16, -0.55)
H (-3.02, -2.68, 1.60)
H (-1.54, -3.56, -0.07)
H (-2.63, -3.12, -1.40)
H (-2.69, 0.27, -0.84)

---

No. 3
Density functional theory data (ωB97M-V/def2-TZVPD) for a gas-phase ion, C23H40BClIO2Si (charge -1) in a non-equilibrium geometry.

Properties
- gap between HOMO and LUMO (eV) = 7.955
- HOMO energy (Ha) = -0.200
- relative energy (zero: lowest compared OMol25 entry of this formula, charge and spin) (kJ/mol) = 765.1
- E_LUMO (eV) = 2.52
- net charge = -1
- DFT total energy (hartree) = -2123.0448

Atoms and positions in Å:
C (4.15, -2.16, 2.72)
C (3.67, -0.69, 2.27)
C (2.12, -0.53, 2.65)
C (4.04, -0.31, 0.75)
C (2.79, -0.16, -0.24)
O (1.91, -1.30, -0.38)
B (2.26, -2.23, -1.46)
Cl (3.36, -3.49, -0.54)
C (0.99, -3.09, -2.02)
C (-0.34, -2.21, -2.30)
C (-1.57, -2.98, -1.60)
C (-3.01, -2.61, -2.19)
C (-3.44, -1.07, -2.02)
C (-4.32, -0.82, -0.67)
C (-4.20, 0.71, -0.17)
C (-3.84, 0.87, 1.40)
Si (-1.93, 1.12, 1.65)
C (-1.45, 1.21, 3.52)
C (-1.08, -0.42, 0.91)
C (-1.50, 2.76, 0.70)
C (-1.14, 2.83, -0.80)
C (-0.85, 4.18, -1.55)
C (-0.93, 5.48, -0.68)
C (-1.26, 5.42, 0.86)
C (-1.55, 4.07, 1.58)
O (3.04, -1.38, -2.37)
C (3.21, -0.04, -1.83)
C (4.57, 0.72, -2.21)
I (1.73, 1.07, -3.09)
H (3.32, -2.94, 2.63)
H (5.05, -2.43, 2.05)
H (4.46, -2.07, 3.83)
H (4.26, 0.05, 2.94)
H (1.57, -1.46, 2.25)
H (1.93, -0.55, 3.80)
H (1.61, 0.40, 2.24)
H (4.64, 0.66, 0.75)
H (4.71, -1.14, 0.33)
H (2.28, 0.87, -0.09)
H (0.72, -3.84, -1.18)
H (1.34, -3.70, -2.92)
H (-0.24, -1.12, -1.97)
H (-0.50, -2.22, -3.44)
H (-1.41, -4.10, -1.81)
H (-1.47, -2.84, -0.47)
H (-3.14, -2.96, -3.28)
H (-3.78, -3.24, -1.59)
H (-4.10, -0.78, -2.93)
H (-2.48, -0.44, -2.02)
H (-5.43, -1.01, -0.94)
H (-3.99, -1.50, 0.19)
H (-5.19, 1.30, -0.33)
H (-3.42, 1.22, -0.85)
H (-4.20, 0.00, 2.05)
H (-4.31, 1.87, 1.73)
H (-1.82, 2.19, 4.00)
H (-1.92, 0.32, 4.08)
H (-0.32, 1.17, 3.70)
H (-1.50, -0.72, -0.11)
H (-1.34, -1.31, 1.62)
H (0.05, -0.35, 0.90)
H (-1.10, 1.86, -1.40)
H (-0.60, 4.23, -2.67)
H (-0.75, 6.49, -1.20)
H (-1.33, 6.36, 1.51)
H (-1.80, 3.99, 2.70)
H (5.14, 0.18, -3.06)
H (4.34, 1.78, -2.61)
H (5.31, 0.84, -1.36)

---

No. 4
Density functional theory data (ωB97M-V/def2-TZVPD) for 2 unconnected molecules or ions with the total composition C2H10NO in a non-equilibrium geometry.

Properties
- gap between HOMO and LUMO (eV) = 10.909
- HOMO energy (Ha) = -0.532
- relative energy (zero: lowest compared OMol25 entry of this formula, charge and spin) (kJ/mol) = 84.3
- E_LUMO (eV) = -3.57
- net charge = +1
- DFT total energy (hartree) = -211.9263

Atoms and positions in Å:
C (0.00, 0.00, 0.00)
C (-1.83, 1.44, 0.82)
N (-0.39, 1.02, 0.95)
H (0.96, -0.48, 0.26)
H (0.10, 0.45, -1.00)
H (-0.79, -0.77, -0.04)
H (-2.02, 2.45, 1.22)
H (-2.46, 0.72, 1.38)
H (-2.12, 1.41, -0.24)
H (-0.02, 0.80, 1.90)
H (0.14, 1.84, 0.59)
O (1.52, -1.42, 4.46)
H (1.30, -2.34, 4.74)
H (2.44, -1.28, 4.78)

---

No. 5
Density functional theory data (ωB97M-V/def2-TZVPD) for 6 unconnected molecules or ions with the total composition C9H15Br6Cl9.

Properties
- gap between HOMO and LUMO (eV) = 10.428
- HOMO energy (Ha) = -0.373
- SMILES string = ClC(Cl)Cl.ClC(Cl)Cl.ClC(Cl)Cl.BrCCBr.BrCCBr.BrCCBr
- relative energy (zero: lowest compared OMol25 entry of this formula, charge and spin) (kJ/mol) = 0.0
- E_LUMO (eV) = 0.29
- DFT total energy (hartree) = -19937.7422

Atoms and positions in Å:
Br (0.16, -2.31, 3.17)
C (1.80, -2.23, 2.14)
C (2.89, -2.90, 2.92)
Br (4.57, -2.78, 1.95)
H (1.97, -1.19, 1.89)
H (1.62, -2.77, 1.21)
H (2.67, -3.95, 3.07)
H (3.06, -2.45, 3.90)
Br (-0.16, -1.08, -5.42)
C (0.76, 0.18, -4.25)
C (1.10, 1.41, -5.03)
Br (1.80, 2.76, -3.81)
H (1.64, -0.34, -3.89)
H (0.12, 0.37, -3.40)
H (0.23, 1.83, -5.52)
H (1.90, 1.21, -5.73)
Br (1.24, 1.19, 3.95)
C (0.08, 2.70, 3.53)
C (-0.54, 3.22, 4.79)
Br (-1.42, 4.91, 4.42)
H (-0.65, 2.34, 2.81)
H (0.74, 3.44, 3.08)
H (0.21, 3.41, 5.56)
H (-1.28, 2.55, 5.21)
C (-1.36, -4.82, 0.86)
Cl (-2.77, -4.58, -0.16)
Cl (0.04, -5.27, -0.11)
Cl (-1.66, -6.03, 2.11)
H (-1.12, -3.89, 1.36)
C (-3.04, 3.13, -3.87)
Cl (-2.61, 2.93, -5.56)
Cl (-2.26, 4.55, -3.18)
Cl (-2.64, 1.68, -2.93)
H (-4.11, 3.27, -3.80)
C (-0.63, -0.05, -0.35)
Cl (0.99, 0.61, -0.19)
Cl (-1.62, 0.33, 1.09)
Cl (-0.59, -1.79, -0.61)
H (-1.11, 0.43, -1.19)

---

No. 6
Density functional theory data (ωB97M-V/def2-TZVPD) for a molecular structure, C23H25AsN8O8PdS2Se.

Properties
- gap between HOMO and LUMO (spin up / spin down) (eV) = 8.042 / 5.533
- ⟨S²⟩ = 6.036
- HOMO energy (spin up / spin down) (Ha) = -0.326 / -0.326
- relative energy (zero: lowest compared OMol25 entry of this formula, charge and spin) (kJ/mol) = 99.9
- E_LUMO (spin up / spin down) (eV) = -0.83 / -3.33
- 2S+1 = 5
- DFT total energy (hartree) = -7492.6522

Atoms and positions in Å:
Pd (-0.50, -0.13, 0.10)
O (-1.46, 3.94, -0.11)
As (-3.18, 0.83, 1.14)
O (-2.31, -0.62, 1.34)
O (-1.84, 1.92, 1.56)
C (-3.52, 0.45, -1.73)
C (-4.89, 0.64, -1.84)
C (-5.57, 0.15, -2.95)
C (-4.91, -0.53, -3.96)
C (-3.54, -0.75, -3.85)
C (-2.85, -0.27, -2.75)
S (-1.16, -0.77, -2.52)
O (-0.70, -1.38, -3.73)
O (-0.35, 0.41, -2.13)
O (-1.24, -1.67, -1.34)
H (-1.91, 2.80, 1.10)
H (-5.41, 1.17, -1.05)
H (-6.64, 0.30, -3.01)
H (-5.46, -0.91, -4.81)
H (-2.99, -1.29, -4.60)
O (1.49, -1.63, -0.33)
N (2.04, -1.01, -1.19)
C (2.72, -1.37, -2.22)
C (3.00, -2.75, -2.54)
N (3.24, -3.84, -2.80)
C (3.24, -0.33, -3.07)
N (3.68, 0.48, -3.75)
Se (-0.03, -1.20, 2.46)
C (0.81, -2.79, 2.23)
N (1.36, -3.81, 2.14)
C (4.69, 5.35, -2.11)
C (3.30, 4.81, -1.90)
C (2.39, 5.45, -1.07)
C (1.12, 4.94, -0.86)
C (0.75, 3.77, -1.51)
C (1.65, 3.10, -2.34)
C (2.91, 3.63, -2.54)
S (-0.84, 3.02, -1.15)
C (-1.66, 3.46, -2.69)
O (-2.79, 0.97, -0.71)
H (4.86, 6.26, -1.53)
H (4.86, 5.59, -3.17)
H (5.44, 4.62, -1.82)
H (2.69, 6.37, -0.56)
H (0.40, 5.43, -0.21)
H (1.35, 2.17, -2.81)
H (3.61, 3.10, -3.18)
H (-1.61, 4.54, -2.79)
H (-2.69, 3.12, -2.60)
H (-1.16, 2.95, -3.51)
C (3.05, 2.31, 4.46)
C (3.73, 3.44, 3.69)
C (5.09, 2.99, 3.16)
C (2.83, 3.97, 2.57)
N (2.34, 2.92, 1.68)
C (1.15, 2.32, 1.67)
N (1.16, 1.41, 0.72)
N (2.39, 1.45, 0.16)
N (3.10, 2.36, 0.72)
H (3.62, 2.06, 5.35)
H (2.98, 1.40, 3.85)
H (2.04, 2.59, 4.77)
H (3.88, 4.28, 4.37)
H (4.98, 2.22, 2.39)
H (5.70, 2.58, 3.97)
H (5.64, 3.83, 2.72)
H (3.38, 4.68, 1.95)
H (1.95, 4.46, 2.99)
H (0.31, 2.54, 2.31)

---

No. 7
Density functional theory data (ωB97M-V/def2-TZVPD) for 2 unconnected molecules or ions with the total composition CH2N2O in a non-equilibrium geometry.

Properties
- gap between HOMO and LUMO (spin up / spin down) (eV) = 8.295 / 7.965
- HOMO energy (spin up / spin down) (Ha) = -0.284 / -0.277
- relative energy (zero: lowest compared OMol25 entry of this formula, charge and spin) (kJ/mol) = 394.6
- E_LUMO (spin up / spin down) (eV) = 0.57 / 0.42
- DFT total energy (hartree) = -223.9108

Atoms and positions in Å:
C (-1.36, -0.04, -0.41)
N (0.56, 0.12, 0.42)
N (1.21, 0.68, -0.36)
O (-2.18, 0.41, 0.30)
H (-1.52, -0.71, -1.35)
H (2.26, 1.02, -0.21)

---

No. 8
Density functional theory data (ωB97M-V/def2-TZVPD) for a molecular structure, C4H3N3O in a non-equilibrium geometry.

Properties
- gap between HOMO and LUMO (eV) = 8.882
- HOMO energy (Ha) = -0.311
- relative energy (zero: lowest compared OMol25 entry of this formula, charge and spin) (kJ/mol) = 396.6
- E_LUMO (eV) = 0.42
- DFT total energy (hartree) = -393.5683

Atoms and positions in Å:
C (-0.44, 0.80, 1.41)
C (0.55, 1.44, -0.25)
C (0.21, -1.10, -1.32)
C (-0.65, -0.26, 0.51)
H (-1.18, 0.81, 2.34)
H (1.46, 1.72, -0.81)
H (0.96, -1.59, -2.20)
N (0.32, 1.76, 1.05)
N (0.02, 0.10, -0.65)
N (-0.25, -2.08, -0.57)
O (-0.99, -1.59, 0.49)